(1)
This record from the OMol25 dataset describes 2 unconnected molecules or ions with the total composition C5H13O2 in a non-equilibrium geometry. The level of theory is ωB97M-V/def2-TZVPD.

Last column: natural (NBO) charge in e.
Cartesian coordinates (Å):
C (-0.613, 1.220, 1.048)  -0.025
O (-1.497, 1.200, 0.000)  -0.924
C (0.839, 0.797, 0.770)  -0.410
C (0.974, -0.501, -0.053)  -0.254
C (0.676, -0.232, -1.528)  -0.602
C (2.325, -1.154, 0.055)  -0.593
H (-1.005, 0.531, 1.832)  0.107
H (-0.598, 2.227, 1.510)  0.108
H (1.404, 1.585, 0.260)  0.170
H (1.314, 0.622, 1.747)  0.171
H (0.137, -1.121, 0.259)  0.227
H (0.574, -1.195, -2.054)  0.180
H (1.485, 0.237, -2.109)  0.166
H (-0.216, 0.324, -1.779)  0.258
H (3.135, -0.490, -0.268)  0.188
H (2.613, -1.309, 1.106)  0.191
H (2.407, -2.101, -0.475)  0.196
H (-3.447, -0.936, -0.486)  0.429
H (-2.121, -0.011, -0.250)  0.499
O (-2.525, -1.030, -0.200)  -1.080

Output
- Multiplicity: 1
- Charge: -1
- HOMO-LUMO gap: 7.25 eV
- Electronic energy: -9491.0800 eV
- E_HOMO: -0.1205 hartree

(2)
This record from the OMol25 dataset describes 2 unconnected molecules or ions with the total composition C5H13O2 in a non-equilibrium geometry. The level of theory is ωB97M-V/def2-TZVPD.

Last column: natural (NBO) charge in e.
Cartesian coordinates (Å):
C (-1.031, -0.684, 0.904)  -0.073
O (-2.104, -0.252, 1.843)  -0.791
C (-0.045, 0.480, 0.759)  -0.422
C (1.121, 0.406, -0.259)  -0.406
C (0.985, 1.072, -1.680)  -0.402
C (0.812, 0.258, -2.886)  -0.606
H (-1.565, -0.745, -0.059)  0.133
H (-0.615, -1.670, 1.172)  0.189
H (-0.598, 1.411, 0.541)  0.185
H (0.302, 0.587, 1.715)  0.208
H (1.973, 0.946, 0.242)  0.199
H (1.597, -0.620, -0.259)  0.192
H (0.397, 1.898, -1.381)  0.210
H (2.005, 1.588, -1.959)  0.165
H (-0.174, -0.334, -2.804)  0.207
H (0.923, 0.910, -3.801)  0.200
H (1.681, -0.448, -3.008)  0.202
H (-2.161, -2.268, 4.473)  0.418
H (-1.809, -0.736, 2.684)  0.527
O (-1.695, -1.798, 3.762)  -1.334

Output
- Multiplicity: 1
- Charge: -1
- HOMO-LUMO gap: 6.36 eV
- Electronic energy: -9489.4330 eV
- E_HOMO: -0.1114 hartree